{
  "formula": "C2HNOS2",
  "method": "ωB97M-V/def2-TZVPD",
  "symbols": ["C", "C", "N", "H", "S", "S", "O"],
  "positions_angstrom": [[-1.343, -0.013, 0.041], [-3.718, -0.582, 0.020], [-4.845, -0.450, 0.065], [0.909, 0.181, 0.295], [-1.359, 1.571, -0.041], [0.186, -0.926, 0.032], [-2.440, -0.864, -0.104]],
  "lowdin_spin": [0.593, 0.019, 0.022, 0.016, 1.025, 0.212, 0.114],
  "s2": 2.01,
  "de_lowest_kj_mol": 2.2,
  "e_homo_ha": [-0.263, -0.377],
  "largest_force_ha_per_bohr": 0.0816,
  "orbital_gap_ev": [7.43, 6.56],
  "multiplicity": 3
}

***

{
  "formula": "C2HNS2",
  "method": "ωB97M-V/def2-TZVPD",
  "symbols": ["S", "C", "C", "S", "H", "N"],
  "positions_angstrom": [[-0.917, -1.060, -1.006], [0.291, 1.144, 0.007], [0.222, -0.258, 0.019], [-1.141, -1.108, 0.980], [1.505, -0.979, -0.003], [0.041, 2.261, 0.004]],
  "lowdin_charge": [0.490, -0.365, -1.008, 0.483, 0.222, 0.178],
  "de_lowest_kj_mol": 129.5,
  "e_homo_ha": -0.329,
  "largest_force_ha_per_bohr": 0.1134,
  "orbital_gap_ev": 8.70,
  "multiplicity": 1
}

***

{
  "formula": "C2HO3S",
  "method": "ωB97M-V/def2-TZVPD",
  "symbols": ["H", "C", "O", "O", "C", "O", "S"],
  "positions_angstrom": [[1.505, -0.106, -0.247], [0.718, -0.921, -0.591], [-2.072, 0.785, 0.971], [0.981, -1.914, -1.248], [-0.928, 0.815, 0.628], [-0.464, -0.579, -0.165], [0.260, 1.920, 0.651]],
  "lowdin_charge": [0.091, -0.500, -0.024, -0.023, -0.992, -0.094, 0.543],
  "de_lowest_kj_mol": 0.0,
  "e_homo_ha": -0.162,
  "largest_force_ha_per_bohr": 0.0484,
  "orbital_gap_ev": 8.04,
  "total_charge": -1,
  "multiplicity": 1,
  "smiles": "O=COC([O-])=S"
}

***

{
  "formula": "C2HO3S",
  "method": "ωB97M-V/def2-TZVPD",
  "symbols": ["C", "O", "C", "S", "O", "O", "H"],
  "positions_angstrom": [[-0.629, 0.550, 0.605], [2.161, -0.615, 0.591], [1.837, -0.008, -0.310], [-1.587, 0.193, -0.641], [1.824, 0.519, -1.332], [-2.950, -0.546, -0.451], [-0.657, -0.094, 1.538]],
  "lowdin_charge": [-0.505, 0.166, -0.579, 0.587, 0.144, -0.763, -0.050],
  "de_lowest_kj_mol": 235.7,
  "e_homo_ha": -0.134,
  "largest_force_ha_per_bohr": 0.0760,
  "orbital_gap_ev": 7.30,
  "total_charge": -1,
  "multiplicity": 1
}

***

{
  "formula": "C2HO3Tl",
  "method": "ωB97M-V/def2-TZVPD",
  "symbols": ["Tl", "C", "H", "O", "O", "O", "C"],
  "positions_angstrom": [[-2.102, -1.433, -0.065], [-0.091, 1.281, -0.702], [0.176, 0.735, -1.631], [1.090, -0.884, 1.527], [-0.518, -0.473, -0.068], [0.921, 1.000, 0.236], [0.525, -0.226, 0.704]],
  "lowdin_charge": [1.659, 0.504, 0.180, 0.332, -0.282, 0.177, -0.570],
  "de_lowest_kj_mol": 0.0,
  "e_homo_ha": [-0.810, -0.803],
  "largest_force_ha_per_bohr": 0.1392,
  "orbital_gap_ev": [8.75, 6.47],
  "total_charge": 2,
  "multiplicity": 1
}

***

{
  "formula": "C2HO4",
  "method": "ωB97M-V/def2-TZVPD",
  "symbols": ["O", "O", "O", "C", "H", "O", "C"],
  "positions_angstrom": [[2.266, -0.960, 0.184], [1.001, -0.749, -0.285], [-1.523, 0.613, 1.070], [0.331, 0.307, -0.255], [0.858, 1.263, 0.089], [-1.779, -0.593, -0.808], [-1.154, 0.120, 0.005]],
  "lowdin_charge": [-0.220, -0.121, -0.008, -0.012, 0.149, -0.044, -0.745],
  "de_lowest_kj_mol": 499.4,
  "e_homo_ha": [-0.181, -0.180],
  "largest_force_ha_per_bohr": 0.0613,
  "orbital_gap_ev": [8.83, 8.83],
  "total_charge": -1,
  "multiplicity": 1
}

***

{
  "formula": "C2HO4S",
  "method": "ωB97M-V/def2-TZVPD",
  "symbols": ["O", "C", "H", "O", "C", "O", "O", "S"],
  "positions_angstrom": [[1.008, -1.329, 1.171], [-0.946, -0.066, -0.054], [-1.704, -0.735, 0.416], [-0.742, 2.351, -0.018], [-0.912, 1.180, -0.049], [1.017, -1.471, -1.270], [1.412, 0.706, -0.112], [0.867, -0.635, -0.083]],
  "lowdin_charge": [-0.367, -0.139, 0.096, 0.107, -0.359, -0.377, -0.369, 0.408],
  "de_lowest_kj_mol": 79.3,
  "e_homo_ha": -0.186,
  "largest_force_ha_per_bohr": 0.1071,
  "orbital_gap_ev": 9.06,
  "total_charge": -1,
  "multiplicity": 1,
  "smiles": "O=C=CS(=O)(=O)[O-]"
}

***

{
  "formula": "C2HO4V",
  "method": "ωB97M-V/def2-TZVPD",
  "symbols": ["V", "O", "O", "O", "H", "O", "C", "C"],
  "positions_angstrom": [[-3.285, 0.620, 0.320], [2.215, -1.085, -0.168], [1.815, -1.721, -1.372], [-1.673, 1.132, 0.869], [0.196, 1.147, -0.627], [-0.881, -0.048, 0.704], [0.212, 0.250, 0.001], [1.401, -0.296, 0.273]],
  "lowdin_spin": [3.056, 0.002, 0.007, -0.093, 0.001, 0.033, 0.005, -0.011],
  "s2": 3.77,
  "de_lowest_kj_mol": 970.5,
  "e_homo_ha": [-0.461, -0.459],
  "largest_force_ha_per_bohr": 0.0358,
  "orbital_gap_ev": [5.43, 5.48],
  "total_charge": 1,
  "multiplicity": 4
}

***

E_tot / eV: -27293.2270 -25247.8344 -19069.7437 -19067.3011 -12897.3720 -10277.1940 -21115.8942 -35947.9112